[1]
C56H140As3B2F26N7O7 as an isolated structure at a distorted geometry, computed with ωB97M-V with the def2-TZVPD basis set.

Element x y z (Å)
C: 2.3841 -3.3765 -2.7944
C: 2.4510 -4.7544 -3.4840
N: 1.1337 -5.1778 -4.0591
C: 0.8199 -4.3010 -5.2037
C: 1.3105 -6.6091 -4.4562
C: 2.4427 -6.9535 -5.3731
C: -0.0095 -5.0549 -3.0316
C: 0.1877 -5.8154 -1.6792
O: 0.1747 -7.2305 -1.8506
C: 0.2775 -7.8814 -0.5616
H: 3.3938 -3.0666 -2.5755
H: 1.8534 -3.4322 -1.8190
H: 1.9230 -2.6072 -3.3967
H: 2.7195 -5.4909 -2.7201
H: 3.1390 -4.8074 -4.3019
H: 1.4145 -4.5803 -6.0571
H: 0.7786 -3.2568 -5.0568
H: -0.1798 -4.5978 -5.4775
H: 0.4000 -6.9298 -4.9494
H: 1.4729 -7.1884 -3.5509
H: 3.4619 -7.0026 -4.9287
H: 2.4464 -6.4232 -6.3142
H: 2.2577 -8.0092 -5.5713
H: -0.8387 -5.5302 -3.6052
H: -0.1694 -3.9765 -2.8991
H: -0.6340 -5.5000 -1.0231
H: 1.1597 -5.4614 -1.2635
H: -0.1496 -8.8493 -0.8007
H: -0.3744 -7.4738 0.1975
H: 1.3097 -7.9870 -0.2839
C: -6.3074 3.1737 0.9044
C: -5.2416 3.0566 -0.1102
N: -5.7601 2.4875 -1.3910
C: -6.8484 3.4363 -1.9859
C: -4.6224 2.3743 -2.3669
C: -4.9739 1.6664 -3.6571
C: -6.4716 1.1491 -1.2092
C: -5.6286 0.0913 -0.4612
O: -4.4265 -0.2074 -1.1139
C: -3.8378 -1.4600 -0.6037
H: -7.0733 3.9064 0.6794
H: -5.8697 3.3639 1.8462
H: -6.8473 2.2560 1.0203
H: -4.3683 2.4054 0.1331
H: -4.8958 4.0700 -0.4004
H: -7.5680 3.5781 -1.1981
H: -7.2359 2.9071 -2.8407
H: -6.4846 4.4215 -2.3216
H: -3.7964 1.9042 -1.8965
H: -4.1566 3.3794 -2.4498
H: -5.8029 2.1044 -4.2032
H: -5.1993 0.6046 -3.5176
H: -4.1018 1.8229 -4.3124
H: -6.6788 0.8084 -2.2439
H: -7.3819 1.3985 -0.6862
H: -6.2231 -0.8374 -0.4876
H: -5.5162 0.4363 0.5712
H: -3.1497 -1.7501 -1.3893
H: -4.6484 -2.1792 -0.4394
H: -3.3389 -1.2593 0.3433
C: -2.2387 7.3640 5.1314
C: -1.9410 6.4038 3.9227
N: -0.6386 5.5977 4.0083
C: 0.5301 6.4856 3.8417
C: -0.6282 4.7774 5.2649
C: 0.6013 3.8211 5.3977
C: -0.7002 4.6001 2.8300
C: -1.3806 4.9794 1.5127
O: -0.7336 6.0468 0.9906
C: -1.3177 6.5735 -0.2322
H: -2.6396 6.7855 5.9924
H: -3.0442 8.0219 4.7409
H: -1.3811 7.9661 5.4276
H: -1.9581 6.9459 2.9800
H: -2.6794 5.6023 3.9444
H: 0.4837 6.8559 2.8040
H: 1.5206 6.0502 3.8630
H: 0.4789 7.3183 4.5470
H: -1.6049 4.3139 5.5034
H: -0.4496 5.4719 6.0728
H: 0.4833 3.2569 6.3354
H: 1.5321 4.3722 5.4376
H: 0.6461 3.0423 4.6167
H: -1.2303 3.7105 3.2123
H: 0.3581 4.2985 2.7687
H: -2.4161 5.1263 1.8071
H: -1.4677 4.0566 0.9434
H: -2.3689 6.8073 -0.1304
H: -1.1876 5.7885 -1.0135
H: -0.6655 7.4124 -0.4887
C: -0.9926 -2.5308 5.6579
C: -1.2273 -3.8039 6.3865
N: -2.7077 -4.2197 6.5105
C: -2.8339 -5.2301 7.5820
C: -3.5078 -2.9816 6.9661
C: -3.1484 -2.3879 8.2850
C: -3.1810 -4.7332 5.1986
C: -4.6709 -4.6759 4.9428
O: -4.9849 -3.4156 4.4585
C: -5.1635 -3.3897 3.0430
H: -1.5005 -2.3774 4.7049
H: 0.0916 -2.6335 5.4644
H: -1.1784 -1.6427 6.2516
H: -0.9801 -3.7216 7.4548
H: -0.7601 -4.6476 5.8772
H: -2.4395 -4.9033 8.5663
H: -2.2606 -6.0775 7.1870
H: -3.8531 -5.5974 7.7185
H: -4.5341 -3.3904 7.0128
H: -3.4418 -2.2547 6.1918
H: -2.0648 -2.2226 8.3412
H: -3.3653 -3.0275 9.1493
H: -3.6493 -1.4599 8.2972
H: -2.8224 -5.7644 5.1698
H: -2.6630 -4.1302 4.4672
H: -5.1921 -4.7689 5.8983
H: -5.0404 -5.4133 4.2583
H: -5.4812 -2.4124 2.7747
H: -5.9557 -4.0957 2.7587
H: -4.2208 -3.6977 2.5587
C: 4.4612 -0.1887 5.7456
C: 5.1085 0.2168 4.4633
N: 5.3569 -0.8300 3.4473
C: 6.3073 -1.8389 3.9462
C: 4.1169 -1.6375 3.0682
C: 2.9587 -0.7368 2.5526
C: 5.9558 -0.2131 2.1114
C: 7.1015 0.7066 2.2851
O: 8.2264 0.0345 2.8648
C: 9.4988 0.6026 2.5579
H: 3.4703 -0.6729 5.6156
H: 4.3830 0.6720 6.3977
H: 5.0835 -0.9345 6.2263
H: 6.0953 0.6061 4.7171
H: 4.5113 1.0115 3.9784
H: 7.2862 -1.4047 4.1686
H: 6.3993 -2.5405 3.1246
H: 5.8970 -2.3523 4.8220
H: 3.8086 -2.2259 3.9570
H: 4.4464 -2.2719 2.2570
H: 2.1767 -1.3639 2.1300
H: 3.2813 0.0599 1.9073
H: 2.4492 -0.1863 3.3535
H: 5.1239 0.3326 1.6709
H: 6.1230 -1.1129 1.4692
H: 6.8212 1.5636 2.8901
H: 7.4099 1.1090 1.2941
H: 9.6585 1.6117 2.9601
H: 9.6992 0.6033 1.4929
H: 10.2901 0.0041 2.9782
C: -2.5099 1.0463 -6.7136
C: -1.2267 0.1568 -6.8391
N: -0.0879 0.8399 -7.5586
C: -0.5888 1.4841 -8.7642
C: 0.5193 1.9730 -6.6641
C: 1.7774 2.7611 -7.0507
C: 1.0376 -0.0343 -8.0206
C: 1.7648 -0.8350 -6.9029
O: 2.6603 0.0769 -6.2500
C: 3.6710 -0.6381 -5.4896
H: -2.3614 2.0988 -6.4348
H: -3.2695 0.5383 -6.0915
H: -3.0052 1.0314 -7.7060
H: -1.4438 -0.8057 -7.3520
H: -0.7867 -0.0731 -5.8607
H: 0.2882 1.8361 -9.3285
H: -1.2598 2.3249 -8.5212
H: -1.0304 0.7764 -9.4642
H: 0.7477 1.5052 -5.7188
H: -0.3348 2.6473 -6.4776
H: 1.6625 3.3863 -7.9318
H: 2.6956 2.1959 -7.2269
H: 1.9629 3.3324 -6.1633
H: 1.7633 0.5372 -8.6198
H: 0.6482 -0.8119 -8.6791
H: 2.3819 -1.5823 -7.4165
H: 1.0933 -1.2966 -6.1767
H: 4.2758 -1.1987 -6.1989
H: 3.1572 -1.2278 -4.7101
H: 4.2885 0.1537 -5.0407
C: 1.7304 3.7947 -0.5361
C: 1.6782 2.2779 -0.2782
N: 0.8426 1.5017 -1.2948
C: -0.6317 1.8793 -1.1115
C: 1.1059 1.8472 -2.7697
C: 2.6052 1.7863 -3.1095
C: 1.0901 0.0066 -1.1150
C: 0.2260 -0.6648 -0.0661
O: 0.2800 0.0275 1.1583
C: -0.5900 -0.6270 2.1121
H: 0.7614 4.2627 -0.4399
H: 2.1077 4.0458 -1.5352
H: 2.3307 4.2921 0.2064
H: 1.2266 2.1244 0.6835
H: 2.7080 1.9027 -0.2430
H: -0.7734 2.8888 -1.4534
H: -0.8317 1.7273 -0.0495
H: -1.2932 1.2158 -1.6916
H: 0.7628 2.8479 -2.8682
H: 0.4802 1.1850 -3.3396
H: 3.0842 0.8511 -2.9064
H: 3.1881 2.4880 -2.5175
H: 2.7191 2.0507 -4.1342
H: 2.1133 -0.2276 -0.8145
H: 0.8732 -0.4982 -2.0575
H: 0.5674 -1.7027 0.0135
H: -0.8016 -0.6792 -0.4404
H: -0.3286 -1.6901 2.2518
H: -1.6426 -0.5125 1.8040
H: -0.4075 -0.0737 3.0613
B: -1.0765 -1.3663 -3.6714
F: 0.2730 -1.2617 -4.0737
F: -1.2254 -2.0457 -2.4703
F: -1.6541 -0.0694 -3.5403
F: -1.7669 -2.0802 -4.7014
B: 4.6393 -0.9570 -1.0266
F: 4.3055 0.2276 -0.3185
F: 6.0039 -1.3296 -0.7786
F: 3.7635 -1.9795 -0.6589
F: 4.4682 -0.6870 -2.3941
As: -0.2597 -4.7053 2.5427
F: -1.3279 -5.9574 1.9770
F: -0.2922 -5.4681 4.0496
F: 0.6864 -3.5176 3.2313
F: -0.2214 -3.9473 0.9918
F: -1.6239 -3.7312 2.8850
F: 1.1875 -5.6474 2.0128
As: 3.9819 3.7788 3.1173
F: 3.9892 2.3544 2.2775
F: 4.4685 4.7198 1.7150
F: 3.9724 5.1778 4.1819
F: 3.3955 2.8943 4.4564
F: 5.6286 3.4838 3.5216
F: 2.4136 4.1194 2.6044
As: -1.9064 4.4032 -4.0219
F: -2.1376 4.1381 -2.3250
F: -0.1917 4.3579 -3.7778
F: -1.5266 4.6697 -5.7200
F: -3.6055 4.3556 -4.2455
F: -1.8833 6.1447 -3.6294
F: -1.9894 2.7465 -4.2975

Results
E = -12481.34928 Eh
Kohn-Sham gap = 8.68 eV
Net charge = +2
LUMO energy = -3.8 eV

=====

[2]
A 13-piece molecular cluster, C56H148N10O18 overall at a distorted geometry, computed with ωB97M-V with the def2-TZVPD basis set.

Element x y z (Å)
C: -5.4520 -0.3958 5.2463
C: -4.3021 -0.2850 4.3219
O: -4.7282 0.2649 3.1034
H: -5.6748 0.6270 5.5503
H: -5.1172 -0.9570 6.1187
H: -6.3314 -0.9148 4.8652
H: -3.9905 -1.3157 4.1523
H: -3.5109 0.3279 4.7537
H: -4.0405 0.1948 2.4373
C: -6.3428 3.9633 2.7600
C: -6.8357 2.7489 2.0185
O: -7.0624 1.7018 3.0246
H: -7.0964 4.4267 3.3969
H: -6.0804 4.7765 2.0833
H: -5.5128 3.6666 3.4012
H: -6.1278 2.3921 1.2703
H: -7.7759 2.9729 1.5145
H: -6.2077 1.2662 3.0609
C: -0.3559 -4.2671 1.7063
C: 0.6720 -5.3525 2.1539
O: 1.8125 -5.1919 1.3220
H: -1.2953 -4.3168 2.2569
H: -0.5386 -4.3762 0.6373
H: 0.0761 -3.2673 1.7485
H: 0.2672 -6.3646 2.1541
H: 0.9431 -5.2547 3.2051
H: 2.4112 -5.8725 1.6382
C: 5.3205 0.0927 -0.0948
O: 6.1771 -0.9243 -0.5509
C: 7.2822 -0.5024 -1.3770
C: 7.9531 -1.8140 -1.5711
N: 9.1158 -1.6607 -2.4852
C: 9.6500 -3.0149 -2.7309
C: 8.9204 -3.8694 -3.7999
O: 8.5719 -3.0416 -4.8810
C: 7.8877 -3.7514 -5.9189
H: 4.9893 0.7320 -0.9132
H: 5.7882 0.7490 0.6391
H: 4.4663 -0.4239 0.3429
H: 7.9131 0.1893 -0.8189
H: 6.9608 -0.0606 -2.3202
H: 7.2550 -2.6014 -1.8551
H: 8.3611 -2.1284 -0.6105
H: 8.7632 -1.3555 -3.3811
H: 9.7796 -3.5899 -1.8140
H: 10.6493 -2.8238 -3.1220
H: 8.0267 -4.3219 -3.3704
H: 9.5734 -4.7197 -3.9965
H: 7.2066 -4.5107 -5.5346
H: 8.7259 -4.2349 -6.4206
H: 7.3759 -3.0729 -6.6014
C: 0.9463 0.1464 0.4723
O: 0.1899 0.6537 1.6424
C: -0.5609 -0.2888 2.3898
C: -1.8167 -0.9250 1.7360
N: -2.6629 0.1246 1.1556
C: -3.4228 -0.3757 0.0188
C: -4.1593 0.7946 -0.6927
O: -3.4821 1.9901 -0.9354
C: -2.6441 1.8554 -2.0801
H: 0.2116 -0.2519 -0.2274
H: 1.6643 -0.6102 0.7888
H: 1.4166 0.9315 -0.1197
H: -0.9470 0.1972 3.2858
H: 0.0903 -1.0383 2.8396
H: -2.3934 -1.4934 2.4657
H: -1.3956 -1.6281 1.0174
H: -2.1536 0.9735 0.9554
H: -4.0700 -1.1867 0.3527
H: -2.8140 -0.9122 -0.7090
H: -5.0008 1.1545 -0.1007
H: -4.6345 0.5163 -1.6334
H: -3.1386 1.3599 -2.9156
H: -1.7827 1.2596 -1.7782
H: -2.3487 2.8259 -2.4789
C: 3.1555 2.7993 1.6181
O: 4.5108 2.7141 1.2393
C: 5.0183 4.0159 0.9050
C: 6.2652 3.9257 -0.0098
N: 7.4712 3.4463 0.5981
C: 8.5531 3.3738 -0.3510
C: 9.6673 2.4761 0.2573
O: 9.1005 1.3033 0.7691
C: 10.0120 0.2460 1.0413
H: 2.5281 3.3538 0.9203
H: 3.1520 3.2220 2.6228
H: 2.7107 1.8071 1.6939
H: 5.3173 4.5803 1.7882
H: 4.2687 4.6213 0.3954
H: 6.5327 4.8953 -0.4298
H: 5.9523 3.2529 -0.8083
H: 7.2809 2.5202 0.9535
H: 8.8427 4.3904 -0.6169
H: 8.2294 2.9416 -1.2978
H: 10.0731 3.0205 1.1100
H: 10.5271 2.2610 -0.3771
H: 9.5774 -0.6085 1.5600
H: 10.9108 0.6119 1.5378
H: 10.4037 -0.1756 0.1156
C: -4.1993 8.5212 -6.8010
O: -3.9251 7.1489 -6.8485
C: -3.1273 6.7753 -5.6872
C: -2.6494 5.3920 -5.8081
N: -3.7698 4.4473 -5.8440
C: -4.4502 4.1144 -4.5907
C: -5.4687 2.9316 -4.7317
O: -4.8192 1.7005 -4.8801
C: -5.6297 0.6205 -4.8548
H: -4.8550 8.7891 -5.9726
H: -4.6984 8.9071 -7.6899
H: -3.3052 9.1440 -6.7712
H: -3.7591 6.6761 -4.8045
H: -2.2542 7.4148 -5.5574
H: -2.0873 5.0806 -4.9277
H: -2.0643 5.2100 -6.7095
H: -4.3203 4.4156 -6.6903
H: -4.8660 5.0522 -4.2223
H: -3.8047 3.8106 -3.7665
H: -6.1832 3.2526 -5.4898
H: -6.0629 2.9962 -3.8202
H: -6.3746 0.6420 -4.0593
H: -5.1377 -0.3520 -4.8373
H: -6.3453 0.5563 -5.6746
C: -2.5269 -8.4343 -2.8571
O: -2.1663 -7.1626 -3.4836
C: -3.1582 -6.6200 -4.3091
C: -2.6529 -5.2684 -4.7967
N: -2.5318 -4.2666 -3.7318
C: -1.9212 -3.0655 -4.3596
C: -1.7712 -1.9279 -3.3088
O: -1.0595 -2.4048 -2.1598
C: 0.2564 -2.8014 -2.3467
H: -3.3133 -8.1725 -2.1492
H: -1.6798 -8.8739 -2.3304
H: -2.8886 -9.1926 -3.5515
H: -4.0843 -6.5356 -3.7406
H: -3.2756 -7.2749 -5.1725
H: -3.3536 -4.7843 -5.4769
H: -1.6805 -5.4630 -5.2490
H: -1.8967 -4.6398 -3.0409
H: -2.5423 -2.7569 -5.2005
H: -0.9453 -3.2875 -4.7914
H: -2.7596 -1.5264 -3.0849
H: -1.1634 -1.0710 -3.5992
H: 1.0595 -2.0952 -2.5575
H: 0.2514 -3.6478 -3.0334
H: 0.5645 -3.1711 -1.3686
C: -2.2986 3.3169 2.8472
C: -2.0702 4.2152 1.6032
C: -0.8694 3.7791 0.7395
O: -0.7097 4.5842 -0.4306
C: 0.4303 4.1180 -1.2544
N: -3.2516 4.3312 0.8074
H: -2.6613 2.3179 2.6051
H: -3.0823 3.7620 3.4601
H: -1.4044 3.2181 3.4626
H: -1.8691 5.2073 2.0072
H: -1.0760 2.8014 0.3042
H: 0.0235 3.7601 1.3643
H: 0.3548 3.0350 -1.3514
H: 1.4282 4.2006 -0.8237
H: 0.5312 4.5623 -2.2446
H: -3.3501 3.4590 0.3078
H: -3.0436 5.0098 0.0888
C: 3.3122 -2.8262 3.7928
C: 3.6151 -1.3628 3.3788
C: 3.1771 -0.2924 4.3666
O: 1.8126 -0.2071 4.5063
C: 1.2763 0.8969 5.2002
N: 5.0632 -1.3359 3.1236
H: 3.6767 -3.5997 3.1168
H: 2.2233 -2.8705 3.7710
H: 3.6145 -3.0058 4.8245
H: 3.1078 -1.1678 2.4339
H: 3.6727 0.6543 4.1520
H: 3.6376 -0.5133 5.3295
H: 1.5773 0.7869 6.2421
H: 0.1931 0.7885 5.1468
H: 1.5936 1.8427 4.7612
H: 5.3521 -1.8920 2.3315
H: 5.3319 -0.3992 2.8581
C: -5.3127 -8.0394 1.2995
C: -6.2393 -6.8023 1.2717
C: -5.8469 -5.7670 0.1572
O: -4.6733 -5.1214 0.5505
C: -4.1902 -4.3621 -0.5803
N: -7.5626 -7.2881 1.0413
H: -5.2404 -8.5089 0.3185
H: -5.7046 -8.7736 2.0034
H: -4.3342 -7.7251 1.6627
H: -6.1836 -6.3892 2.2788
H: -6.6105 -5.0128 -0.0330
H: -5.7572 -6.3578 -0.7544
H: -4.7941 -3.4978 -0.8565
H: -3.9484 -5.0593 -1.3824
H: -3.2199 -3.9655 -0.2814
H: -7.5406 -7.6825 0.1118
H: -8.0778 -6.4222 0.9716
C: -1.8200 8.1373 -0.4435
C: -1.9187 7.5621 -1.8537
C: -0.5548 7.5785 -2.5098
O: -0.5676 7.2078 -3.8630
C: 0.7393 7.0955 -4.4500
N: -2.4523 6.2224 -1.7482
H: -2.7762 8.2980 0.0545
H: -1.5014 9.1710 -0.5782
H: -1.1520 7.5138 0.1507
H: -2.6029 8.2196 -2.3900
H: 0.1517 6.9768 -1.9381
H: -0.1188 8.5770 -2.4803
H: 0.6310 6.9140 -5.5193
H: 1.1827 6.2017 -4.0111
H: 1.2994 8.0190 -4.3038
H: -2.3372 5.8006 -2.6587
H: -1.7543 5.7445 -1.1964
C: 2.4729 -5.7032 8.4162
C: 1.5905 -4.4589 8.4327
C: 0.9561 -4.0643 7.0223
O: 0.0253 -2.9660 7.0106
C: -0.4186 -2.4776 5.7465
N: 0.5095 -4.6849 9.4026
H: 1.8999 -6.5182 7.9739
H: 2.9193 -5.9453 9.3806
H: 3.2818 -5.4874 7.7181
H: 2.1370 -3.5502 8.6853
H: 0.4367 -4.9083 6.5685
H: 1.7124 -3.8403 6.2700
H: -0.5704 -3.2924 5.0384
H: 0.4105 -1.9293 5.2993
H: -1.1919 -1.7101 5.7803
H: 0.9978 -4.7131 10.2862
H: 0.0289 -3.7973 9.4390

Results
E = -4123.79951 Eh
Multiplicity = 2
Kohn-Sham gap (spin up / spin down) = 1.58 / 8.15 eV
Net charge = -1
Expectation value of S² = 0.751
LUMO energy (spin up / spin down) = 1.9 / 1.9 eV